Record 1
Here is an isolated molecule of C18H18FN5O3S in a non-equilibrium geometry from the Open Molecules 2025 dataset. Energies are from ωB97M-V with the def2-TZVPD basis set.

XYZ file:
```
46
Properties=species:S:1:pos:R:3:mulliken_charge:R:1
H 3.02166 2.53933 -1.62007 0.368
N 0.61746 0.41638 -0.56975 0.277
S -1.12411 2.50828 -0.37115 -0.138
C 4.08771 -0.96838 -0.65367 0.460
H 5.14142 -0.71567 2.19123 0.406
C 5.71761 -0.46487 1.32336 -0.260
H -2.80738 0.23486 0.90647 0.115
H 7.65912 0.21120 2.17289 0.448
O 3.92911 -0.95326 -1.85908 -0.681
N 3.10816 -1.36531 0.20221 0.014
C 7.03997 0.02137 1.32075 -0.594
C 1.81587 -1.80495 -0.27841 -1.273
H 1.80067 2.86723 -0.38450 0.398
C -4.67763 -0.31675 0.27200 0.521
H -4.98973 -3.68778 0.26998 0.377
H -2.07033 2.23418 1.80225 0.382
O 6.35111 -0.13788 -0.78446 -0.310
H -6.23154 1.05881 -0.31155 0.571
H 0.81806 1.57065 -2.26389 0.450
C 5.33654 -0.54713 0.00347 0.229
F -8.07698 -0.65325 -0.89154 -0.327
C 1.46360 1.06864 -1.53761 -0.868
H 1.53801 -2.74894 0.19663 0.379
C -0.49656 0.93767 0.01534 0.434
C -6.84382 -0.98587 -0.45581 0.322
C 0.74246 -0.81691 0.01625 1.005
N -0.99951 0.08742 0.87878 -0.247
N -3.70140 0.62703 0.58557 0.043
H 2.05888 0.30875 -2.04836 0.426
C -6.53029 -2.32390 -0.30490 -0.641
C -4.34093 -1.66212 0.43132 -0.670
H -2.63036 3.72059 0.96641 0.439
C 2.38236 2.08635 -0.86874 -1.002
C -5.26106 -2.65085 0.14396 -0.497
H 3.25899 -1.35464 1.19644 0.195
C -2.45203 2.64992 0.87120 -0.940
O -4.68210 2.61423 0.00715 -0.644
H -3.35191 -1.92057 0.78016 0.431
C -3.74892 1.97015 0.42908 0.771
H 1.91554 -1.94999 -1.35903 0.417
C 7.36623 0.19954 0.00686 -0.371
C -5.94791 0.02860 -0.17818 -0.526
H 8.26406 0.55058 -0.46266 0.476
H 3.01317 1.60197 -0.12584 0.240
H -7.26368 -3.07978 -0.53430 0.441
N -0.21959 -1.00490 0.87375 -1.046
```

Output
E_tot (Eh): -1694.306919
SMILES: CCn1c(CNC(=O)c2ccco2)nnc1SCC(=O)Nc1cccc(F)c1
Frontier orbital gap (eV): 8.72
Total charge: 0

=====

Record 2
Here is a structure of composition C18H18IN5O2SV from the Open Molecules 2025 dataset. Energies are from ωB97M-V with the def2-TZVPD basis set.

XYZ file:
```
46
Properties=species:S:1:pos:R:3:mulliken_spin:R:1
H -1.60659 7.74633 -0.60163 0.000
H -3.15413 -1.45219 -1.73664 0.000
N -3.60107 -1.14424 -0.89103 0.006
C -0.58321 4.63238 -1.40694 0.002
N -1.97970 1.41724 2.74011 0.063
H 4.71802 5.72768 1.59625 0.000
H 4.43235 5.76154 -0.85832 0.000
H -1.19011 -2.56132 1.28502 0.002
C -2.85699 -0.44349 -0.00643 -0.034
C -4.89516 0.00614 1.33168 0.010
H -1.07635 3.25539 0.92782 0.013
C -1.12769 4.52463 -2.67744 0.002
H -0.30298 5.86426 0.33226 0.000
N -0.64756 2.54830 0.33308 -0.022
C -1.84916 5.58841 -3.20191 0.000
C -1.47200 6.84201 -1.17980 0.000
H 3.05233 4.58738 3.02018 0.000
H 0.17542 -1.67060 5.05659 -0.001
H -2.27486 5.51382 -4.19331 0.000
C 2.59763 4.66418 -0.81355 -0.001
S 0.27864 3.20272 -0.78125 0.010
O -0.02797 -0.84618 2.76100 -0.007
H -2.50318 -2.34397 2.44914 -0.002
C -2.02009 6.74278 -2.45357 0.000
C 3.85524 5.25384 1.14726 -0.001
H -0.81793 -3.07879 4.82460 -0.001
C -2.69807 0.84571 2.01873 -0.037
C 1.81679 4.00000 1.37235 0.007
H -4.60524 -1.11853 -0.84677 0.000
C -0.57711 -1.86294 3.18674 0.005
C 2.92087 4.61710 1.94691 -0.002
C -1.47754 -2.69954 2.32527 0.015
V -0.39408 0.58397 1.23899 2.951
H -1.43874 -3.75434 2.59135 0.001
O -1.61367 -0.35874 -0.17961 -0.040
C -0.74824 5.78704 -0.65226 0.000
H -0.99086 3.61496 -3.24837 0.000
H -2.58051 7.57264 -2.86340 0.000
H 1.09021 3.47570 1.98051 -0.004
N -6.02804 -0.14820 1.49222 0.001
H 2.47371 4.67070 -1.88995 0.000
I 2.03769 0.09680 0.10631 0.000
C 1.66276 4.03874 0.00047 0.008
N -0.38934 -2.24960 4.45786 0.006
C 3.69525 5.27487 -0.23367 0.000
C -3.50635 0.13658 1.12857 0.050
```

Output
Spin multiplicity: 4
E_tot (Eh): -2760.958458
Expectation value of S²: 3.7577
Frontier orbital gap (alpha / beta) (eV): 7.69 / 8.23
Total charge: 0

=====

Record 3
Here is a structure of composition C18H18MnN3O5 from the Open Molecules 2025 dataset. Energies are from ωB97M-V with the def2-TZVPD basis set.

XYZ file:
```
45
Properties=species:S:1:pos:R:3:mulliken_spin:R:1
N -0.67075 0.50581 1.65890 -0.032
H 1.23247 -1.16090 -2.13401 0.000
C -3.24824 -3.82967 0.77650 -0.003
C -3.34410 -1.58814 1.62351 -0.007
C -2.18916 -1.28156 0.92155 0.035
H -3.63767 -4.83877 0.70881 0.000
O -1.50317 -4.53844 -0.66504 0.000
C 0.66908 4.33358 -0.91721 0.003
H 0.30723 4.06854 2.42696 -0.001
H -4.76620 -3.12008 2.13015 0.001
C 2.52052 -1.89439 1.17514 0.008
H 3.71650 -2.95237 -0.22082 0.000
H -2.15833 0.81125 0.24430 -0.003
C 0.39606 3.76479 0.31932 -0.005
H 1.86956 0.34117 -2.03875 0.001
H 3.64656 -0.39007 -0.67934 -0.001
N -0.37807 1.90196 1.55941 0.000
H 0.57274 3.71964 -1.80234 0.000
C 3.04135 -1.14711 -1.18265 0.002
H -1.12267 -5.22709 -2.52569 0.000
H -3.82158 -0.82440 2.22641 0.000
H 1.26789 6.10219 -1.97419 0.000
C -1.61711 0.09330 0.86652 -0.061
N 1.74725 -0.52675 -1.52700 -0.012
O 1.57474 -1.02299 1.32988 -0.011
C -1.52692 -2.24130 0.12941 -0.024
H -2.33334 -3.92230 -2.46423 0.000
C -0.02237 2.32568 0.38975 -0.001
O 0.07408 1.61264 -0.70118 0.027
H -0.61171 -3.53478 -2.24859 0.000
C 0.51607 4.53291 1.47345 -0.004
C -1.38340 -4.28000 -2.05400 0.001
O -0.40826 -1.94097 -0.50342 0.012
H 1.98786 -2.93591 -0.62265 0.000
C 0.90548 5.86128 1.38545 0.000
Mn 0.39625 -0.23960 0.02227 1.056
C 1.05802 5.66555 -1.00534 0.001
H 1.48213 7.46687 0.07962 0.000
C 1.17597 6.42946 0.14556 -0.001
C 2.82156 -2.33112 -0.25462 0.001
C -3.87637 -2.86915 1.56782 0.006
O 3.16559 -2.37208 2.09797 0.009
H 1.00248 6.45255 2.28764 0.000
H 3.57548 -1.44992 -2.08921 -0.001
C -2.10348 -3.52927 0.06399 0.004
```

Output
Spin multiplicity: 2
E_tot (Eh): -2388.243371
Expectation value of S²: 0.8415
Frontier orbital gap (alpha / beta) (eV): 7.36 / 7.16
Total charge: -1

=====

Record 4
Here is a cluster of 2 separate species, C18H18N2 in total in a non-equilibrium geometry from the Open Molecules 2025 dataset. Energies are from ωB97M-V with the def2-TZVPD basis set.

XYZ file:
```
38
Properties=species:S:1:pos:R:3:mulliken_charge:R:1
N -0.10393 0.76979 0.00375 0.090
H -1.17393 3.43352 3.09191 0.331
H 0.12056 -2.80170 -3.46233 0.316
H 0.46134 4.03984 2.67562 0.323
C -0.53194 3.70294 2.21387 -1.347
C -0.89825 1.58240 0.84938 -0.765
C -3.14149 -1.67390 0.97345 -0.323
H 4.08713 1.59088 -1.51132 0.309
C 0.25895 -2.75012 -1.11104 0.994
C 1.59804 -3.01987 -0.77213 -1.736
H -0.24760 -0.01360 -0.75534 0.160
C 3.15690 1.93032 -0.98814 -0.452
H 2.32953 -3.15973 -1.52540 0.479
H 2.47772 -0.16579 -1.00127 -0.041
C -0.20007 -2.80549 -2.37364 -0.655
H -0.75250 4.66449 1.72344 0.319
H 2.07640 -2.27381 -0.11891 0.320
H -1.74992 1.08209 1.41716 0.266
C 0.91077 2.75656 0.39981 0.736
C -0.25625 2.73607 1.20727 0.769
H 3.58511 4.08320 -1.10220 0.351
H 1.88139 4.65560 0.53619 0.441
H -2.42660 -2.20346 2.74294 0.506
C 2.17780 0.97163 -0.80927 -0.230
C 1.83063 3.75642 0.05066 -0.876
N -1.57007 -2.29830 -2.27449 -0.137
H -2.24909 -2.40831 -3.02382 0.209
C 2.93256 3.30641 -0.68671 -0.541
H -0.32425 -3.24471 1.79813 0.490
C -1.05127 -2.68423 1.29459 -0.503
C -0.78584 -2.40620 -0.11359 0.586
H -3.94744 -1.28961 -0.88015 0.491
C -3.09205 -1.59557 -0.36768 -1.048
C -2.25111 -2.27985 1.77974 -0.796
C -1.89338 -2.07911 -0.90978 0.273
H -4.01327 -1.29084 1.52660 0.301
H 1.75954 -4.08869 -0.28882 0.283
C 1.01589 1.47073 -0.20846 0.109
```

Output
E_tot (Eh): -806.106504
SMILES: Cc1c[nH]c2ccccc12.Cc1c[nH]c2ccccc12
Frontier orbital gap (eV): 8.42
Total charge: 0

=====

Record 5
Here is a cluster of 2 separate species, C18H18N2 in total in a non-equilibrium geometry from the Open Molecules 2025 dataset. Energies are from ωB97M-V with the def2-TZVPD basis set.

XYZ file:
```
38
Properties=species:S:1:pos:R:3:mulliken_spin:R:1
C 1.80064 -2.92637 -0.04416 -0.021
C -0.07002 4.03649 1.88514 0.000
H 2.92658 -4.51172 0.91254 0.004
H -0.08807 3.12276 2.50887 0.000
H 4.84398 -2.95093 1.49308 -0.001
H -4.53773 0.44709 -0.97536 0.000
C -0.66482 3.63431 0.57019 0.000
C 0.08158 3.50350 -0.56421 0.000
C -2.90501 2.47441 1.19025 0.000
H 0.65833 -5.54084 0.06494 0.004
C 3.92106 -1.30283 0.50330 0.165
C -0.18710 -2.39000 -0.97247 0.269
H 0.55802 -5.28027 -1.71521 0.034
H 4.84535 -0.73773 0.55093 0.005
H -2.71102 1.17343 -2.44722 0.000
C 0.65675 -3.49479 -0.62746 0.247
C -2.89307 1.63051 -1.47912 0.000
C -1.82289 2.39524 -0.97659 0.000
H -4.71255 1.35871 1.40376 0.000
H -0.08017 -0.36716 -0.65982 -0.016
C 3.98047 -2.65483 0.92224 -0.058
C 2.78055 -0.70749 -0.02131 0.023
C 1.70044 -1.53368 -0.20320 0.051
C 2.93249 -3.47492 0.59064 0.155
H 0.98955 4.01365 -0.84753 0.000
H -0.83595 -4.98401 -0.76572 0.007
H -1.14138 -2.37652 -1.48647 0.007
H -0.40597 2.82795 -2.48858 0.000
N -0.61199 2.75111 -1.50691 0.000
C -3.87234 1.22012 -0.59865 0.000
H -0.74184 4.68395 2.45602 0.000
N 0.40675 -1.25593 -0.66408 0.112
H 0.97752 4.30105 1.81712 0.000
C -3.95210 1.70137 0.71994 0.000
H -2.95632 2.91891 2.17579 0.000
C 0.25514 -4.91978 -0.72868 0.009
H 2.74880 0.32752 -0.33396 0.004
C -1.87364 2.88771 0.34194 0.000
```

Output
Spin multiplicity: 2
E_tot (Eh): -805.947047
Expectation value of S²: 0.7742
Frontier orbital gap (alpha / beta) (eV): 6.81 / 3.66
Total charge: +1

=====

Record 6
Here is an isolated molecule of C18H18N2O3S in a non-equilibrium geometry from the Open Molecules 2025 dataset. Energies are from ωB97M-V with the def2-TZVPD basis set.

XYZ file:
```
42
Properties=species:S:1:pos:R:3:mulliken_charge:R:1
C 3.62146 2.36408 0.01072 -0.775
C -1.08741 0.47699 1.00979 -0.737
O -4.47595 1.66974 -0.97122 -0.534
H 4.19133 2.29454 2.07262 0.422
H 1.49217 -3.18520 -2.47177 0.413
H -6.95744 1.46190 0.71407 0.278
C -3.34110 -0.24695 0.66980 0.495
H -7.05202 1.59114 -1.05177 0.341
C -0.66219 -0.85039 1.09843 0.893
H 3.74827 -2.33857 -1.93116 0.437
C 3.92185 0.30637 1.43297 0.085
H 3.74434 3.44493 0.08124 0.442
H -0.44193 -1.64210 -2.40258 0.440
H -2.73296 1.80985 0.72511 0.413
H 4.08116 -0.00851 -1.30178 0.394
S 2.09941 2.20000 -0.98449 -0.116
N 1.61588 -0.26904 1.40025 -0.005
C -5.16358 0.95384 -0.29941 0.724
C 3.50558 1.75948 1.41230 -0.277
H 1.00353 -2.24049 1.27154 0.273
H -1.29207 -2.90253 1.04089 0.364
H 4.46995 1.95489 -0.53510 0.381
C -2.41564 0.78228 0.79898 -0.149
C 1.63087 -2.15053 -2.19543 -0.726
H -0.11405 0.70909 -1.74582 0.469
H -0.35516 1.26255 1.09992 0.365
C -6.66604 0.99991 -0.22735 -1.115
C 0.54752 -1.28661 -2.15606 -0.440
C 3.08449 -0.35434 -1.52804 -0.298
C -1.60633 -1.87111 0.97560 -0.805
C 0.72473 0.03169 -1.78799 -0.783
N 2.90563 -0.60599 1.50344 -0.122
C -2.93576 -1.57400 0.76381 -0.520
C 1.99300 0.49797 -1.45408 0.629
H -3.67354 -2.35523 0.66684 0.464
O 5.07299 -0.06845 1.39527 -0.644
H 2.48522 1.86051 1.77877 0.241
H 3.17755 -1.59356 1.48437 0.283
C 2.89493 -1.67730 -1.88858 -0.534
C 0.73365 -1.17753 1.27801 -0.587
O -4.69913 -0.02653 0.50130 -0.405
H -7.07321 -0.00679 -0.25343 0.328
```

Output
E_tot (Eh): -1430.139860
SMILES: CC(=O)Oc1ccc(/C=N/NC(=O)CCSc2ccccc2)cc1
Frontier orbital gap (eV): 8.37
Total charge: 0

=====

> E_tot of number 1 (C18H18FN5O3S)?

-1694.306919 Eh

=====

> total charge of number 5 (C18H18N2)?

+1

=====

Please write out number 3 again, unchanged.
Here is a structure of composition C18H18MnN3O5 from the Open Molecules 2025 dataset. Energies are from ωB97M-V with the def2-TZVPD basis set.

XYZ file:
```
45
Properties=species:S:1:pos:R:3:mulliken_spin:R:1
N -0.67075 0.50581 1.65890 -0.032
H 1.23247 -1.16090 -2.13401 0.000
C -3.24824 -3.82967 0.77650 -0.003
C -3.34410 -1.58814 1.62351 -0.007
C -2.18916 -1.28156 0.92155 0.035
H -3.63767 -4.83877 0.70881 0.000
O -1.50317 -4.53844 -0.66504 0.000
C 0.66908 4.33358 -0.91721 0.003
H 0.30723 4.06854 2.42696 -0.001
H -4.76620 -3.12008 2.13015 0.001
C 2.52052 -1.89439 1.17514 0.008
H 3.71650 -2.95237 -0.22082 0.000
H -2.15833 0.81125 0.24430 -0.003
C 0.39606 3.76479 0.31932 -0.005
H 1.86956 0.34117 -2.03875 0.001
H 3.64656 -0.39007 -0.67934 -0.001
N -0.37807 1.90196 1.55941 0.000
H 0.57274 3.71964 -1.80234 0.000
C 3.04135 -1.14711 -1.18265 0.002
H -1.12267 -5.22709 -2.52569 0.000
H -3.82158 -0.82440 2.22641 0.000
H 1.26789 6.10219 -1.97419 0.000
C -1.61711 0.09330 0.86652 -0.061
N 1.74725 -0.52675 -1.52700 -0.012
O 1.57474 -1.02299 1.32988 -0.011
C -1.52692 -2.24130 0.12941 -0.024
H -2.33334 -3.92230 -2.46423 0.000
C -0.02237 2.32568 0.38975 -0.001
O 0.07408 1.61264 -0.70118 0.027
H -0.61171 -3.53478 -2.24859 0.000
C 0.51607 4.53291 1.47345 -0.004
C -1.38340 -4.28000 -2.05400 0.001
O -0.40826 -1.94097 -0.50342 0.012
H 1.98786 -2.93591 -0.62265 0.000
C 0.90548 5.86128 1.38545 0.000
Mn 0.39625 -0.23960 0.02227 1.056
C 1.05802 5.66555 -1.00534 0.001
H 1.48213 7.46687 0.07962 0.000
C 1.17597 6.42946 0.14556 -0.001
C 2.82156 -2.33112 -0.25462 0.001
C -3.87637 -2.86915 1.56782 0.006
O 3.16559 -2.37208 2.09797 0.009
H 1.00248 6.45255 2.28764 0.000
H 3.57548 -1.44992 -2.08921 -0.001
C -2.10348 -3.52927 0.06399 0.004
```

Output
Spin multiplicity: 2
E_tot (Eh): -2388.243371
Expectation value of S²: 0.8415
Frontier orbital gap (alpha / beta) (eV): 7.36 / 7.16
Total charge: -1